1.
The following is a DFT calculation (ωB97M-V with the def2-TZVPD basis set) of a 6-piece molecular cluster, C12H35NO11 overall in a non-equilibrium geometry.

Output
Molar mass: 369.4 g/mol
DFT total energy: -1360.4303 a.u.
HOMO-LUMO gap: 0.374 hartree
LUMO: 0.51 eV
Net charge: 0

Last column: Löwdin charge in e.
Cartesian coordinates (Å):
1 O 17.50 12.95 -25.62  -0.08
2 O 22.12 11.76 -21.05  -0.07
3 O 28.04 16.29 -23.99  -0.08
4 O 21.74 9.80 -18.90  -0.07
5 O 17.20 13.03 -30.07  -0.01
6 O 17.91 20.19 -22.44  -0.06
7 O 24.54 14.96 -24.26  -0.08
8 O 18.95 15.68 -26.50  -0.08
9 O 14.02 16.51 -28.68  -0.05
10 O 12.82 14.14 -28.71  -0.08
11 O 18.16 21.95 -20.31  -0.07
12 N 16.14 12.66 -31.89  0.17
13 C 16.96 21.99 -21.08  -0.21
14 C 25.94 15.02 -24.09  -0.24
15 C 18.83 13.48 -25.37  -0.23
16 C 21.62 10.45 -21.20  -0.23
17 C 16.75 20.61 -21.78  -0.27
18 C 17.22 12.65 -31.26  -0.65
19 C 18.52 12.22 -31.97  0.01
20 C 26.63 16.44 -24.20  -0.22
21 C 12.63 16.53 -28.97  -0.26
22 C 22.38 9.62 -20.13  -0.26
23 C 18.76 14.99 -25.22  -0.22
24 C 12.25 15.19 -29.50  -0.24
25 H 15.93 20.67 -22.49  0.11
26 H 14.25 15.62 -28.41  0.07
27 H 15.42 13.06 -31.30  0.13
28 H 12.72 14.32 -27.77  0.09
29 H 26.36 16.87 -25.17  0.12
30 H 11.20 15.02 -29.24  0.12
31 H 12.43 15.13 -30.58  0.13
32 H 19.44 12.64 -31.57  0.08
33 H 18.77 15.13 -27.27  0.07
34 H 16.10 22.38 -20.55  0.12
35 H 18.86 21.48 -20.75  0.08
36 H 12.24 17.31 -29.63  0.12
37 H 19.42 15.37 -24.44  0.11
38 H 19.57 13.15 -26.09  0.12
39 H 17.27 13.07 -26.55  0.07
40 H 26.09 14.65 -23.08  0.11
41 H 17.16 22.63 -21.94  0.11
42 H 12.01 16.74 -28.10  0.11
43 H 18.58 11.13 -31.89  0.08
44 H 20.56 10.35 -20.99  0.11
45 H 28.22 16.29 -23.05  0.08
46 H 17.81 15.24 -24.75  0.11
47 H 18.30 12.41 -33.02  0.07
48 H 15.99 12.00 -32.65  0.13
49 H 19.08 13.07 -24.39  0.11
50 H 23.40 9.97 -19.98  0.12
51 H 17.65 19.30 -22.69  0.09
52 H 21.66 10.04 -22.21  0.12
53 H 22.05 12.04 -20.13  0.08
54 H 24.12 14.49 -23.54  0.08
55 H 22.27 8.57 -20.37  0.11
56 H 26.23 17.03 -23.38  0.11
57 H 26.40 14.40 -24.86  0.11
58 H 22.45 10.06 -18.31  0.08
59 H 16.51 19.77 -21.13  0.11

2.
The following is a DFT calculation (ωB97M-V with the def2-TZVPD basis set) of C12H36FeNO15 as an isolated structure in a non-equilibrium geometry.

Output
Molar mass: 490.3 g/mol
DFT total energy: -2925.3153 a.u.
HOMO-LUMO gap (alpha / beta): 0.199 / 0.193 hartree
2S+1: 5
LUMO (alpha / beta): -6.15 / -6.33 eV
Net charge: +1

Last column: Löwdin charge in e.
Cartesian coordinates (Å):
1 Fe 19.38 -7.22 -13.28  1.24
2 O 20.31 -7.85 -14.91  -0.14
3 O 14.19 -9.44 -14.28  -0.05
4 O 15.62 -6.90 -14.89  -0.05
5 O 17.44 -13.09 -9.38  -0.05
6 O 18.25 -11.22 -12.80  0.07
7 O 14.23 -11.85 -12.87  -0.08
8 O 20.22 -13.07 -15.30  -0.06
9 O 16.40 -11.18 -17.89  -0.05
10 O 19.84 -13.75 -11.08  -0.07
11 O 21.41 -15.72 -15.08  -0.06
12 O 16.73 -14.21 -18.09  -0.07
13 O 16.52 -13.24 -12.10  -0.08
14 O 18.84 -10.34 -14.67  0.03
15 O 18.76 -9.11 -12.89  -0.11
16 O 21.43 -7.49 -12.60  -0.10
17 N 18.59 -10.25 -13.46  -0.49
18 C 19.84 -13.49 -9.68  -0.25
19 C 22.10 -8.56 -13.34  -0.13
20 C 15.60 -9.35 -14.40  -0.27
21 C 15.82 -13.58 -13.29  -0.22
22 C 19.47 -14.25 -15.00  -0.24
23 C 15.91 -8.21 -15.33  -0.26
24 C 17.59 -11.91 -18.02  -0.26
25 C 20.18 -15.46 -14.42  -0.22
26 C 14.34 -13.24 -13.12  -0.21
27 C 17.48 -13.21 -18.80  -0.23
28 C 18.73 -12.54 -9.19  -0.25
29 C 21.47 -8.70 -14.73  -0.12
30 H 21.98 -7.24 -11.85  0.14
31 H 15.49 -8.41 -16.32  0.13
32 H 14.56 -11.61 -12.00  0.11
33 H 23.14 -8.26 -13.46  0.14
34 H 18.22 -11.91 -17.12  0.10
35 H 18.87 -12.53 -8.12  0.12
36 H 16.03 -14.61 -13.59  0.13
37 H 20.36 -15.23 -13.37  0.11
38 H 20.08 -7.89 -15.85  0.15
39 H 19.84 -12.87 -11.46  0.06
40 H 18.93 -11.61 -9.74  0.11
41 H 18.19 -11.32 -18.75  0.12
42 H 15.84 -14.12 -18.47  0.09
43 H 16.05 -12.94 -14.15  0.11
44 H 17.00 -8.27 -15.43  0.09
45 H 13.87 -10.33 -14.06  0.07
46 H 22.16 -9.48 -12.76  0.14
47 H 16.19 -10.95 -16.98  0.05
48 H 21.23 -9.74 -14.93  0.13
49 H 16.01 -10.25 -14.86  0.10
50 H 17.20 -13.01 -19.83  0.12
51 H 21.22 -15.92 -16.00  0.09
52 H 20.83 -13.11 -9.38  0.11
53 H 17.22 -13.07 -10.33  0.05
54 H 19.61 -16.39 -14.48  0.12
55 H 22.16 -8.34 -15.50  0.14
56 H 19.79 -14.45 -9.16  0.12
57 H 16.08 -9.20 -13.43  0.11
58 H 14.69 -6.85 -14.65  0.10
59 H 18.73 -13.82 -14.31  0.10
60 H 13.81 -13.90 -12.43  0.13
61 H 19.76 -12.41 -14.78  0.02
62 H 18.50 -13.62 -18.75  0.12
63 H 13.92 -13.34 -14.12  0.13
64 H 18.72 -14.55 -15.74  0.11
65 H 17.28 -12.71 -12.39  0.03

3.
The following is a DFT calculation (ωB97M-V with the def2-TZVPD basis set) of C12H36N7O5P2Ti as an isolated structure in a non-equilibrium geometry.

Output
Molar mass: 468.3 g/mol
DFT total energy: -2770.2283 a.u.
HOMO-LUMO gap (alpha / beta): 0.232 / 0.225 hartree
2S+1: 4
LUMO (alpha / beta): -0.83 / -1.02 eV
Net charge: 0

Last column: Löwdin charge in e.
Cartesian coordinates (Å):
1 Ti -2.73 -0.40 0.83  0.88
2 P 1.23 1.49 3.67  0.61
3 P -1.56 -0.66 -3.97  0.59
4 O -2.37 -3.59 2.79  -0.08
5 O -3.37 -2.09 3.73  -0.09
6 O -3.00 -3.97 4.69  -0.01
7 O -2.13 -0.19 -2.74  -0.31
8 O 0.27 1.69 2.53  -0.33
9 N -0.98 -2.29 -3.85  -0.28
10 N 0.52 1.46 5.23  -0.32
11 N -0.26 0.32 -4.59  -0.30
12 N -2.97 -3.22 3.76  -0.75
13 N -2.81 -0.57 -5.14  -0.31
14 N 2.46 2.73 3.82  -0.33
15 N 2.17 0.11 3.51  -0.31
16 C -0.70 2.28 5.31  -0.12
17 C 2.30 -0.45 2.20  -0.15
18 C 2.68 3.52 4.98  -0.14
19 C -3.06 -1.49 -6.21  -0.13
20 C -3.82 0.42 -4.96  -0.14
21 C 3.40 -0.07 4.33  -0.08
22 C 0.51 0.38 6.22  -0.08
23 C 0.97 0.41 -3.89  -0.13
24 C -0.18 0.49 -6.04  -0.12
25 C 3.16 3.13 2.61  -0.12
26 C -0.60 -2.98 -5.09  -0.14
27 C -1.06 -3.21 -2.67  -0.07
28 H -3.55 1.18 -4.22  0.08
29 H 2.23 3.12 5.88  0.07
30 H -3.74 -1.15 -6.99  0.09
31 H 2.27 4.50 4.72  0.08
32 H 0.85 0.47 -2.81  0.08
33 H -0.57 3.14 4.65  0.07
34 H 0.51 0.89 7.18  0.08
35 H -4.03 0.95 -5.89  0.08
36 H 3.34 -0.63 1.92  0.08
37 H 3.74 3.63 5.22  0.08
38 H -1.45 -3.43 -5.59  0.06
39 H 0.62 1.19 -6.24  0.09
40 H -4.75 -0.01 -4.59  0.09
41 H 0.04 -0.44 -6.57  0.06
42 H 4.09 0.74 4.08  0.07
43 H 3.14 2.33 1.88  0.07
44 H 1.39 -0.23 6.03  0.05
45 H -0.70 -4.22 -2.88  0.08
46 H 1.33 1.40 -4.14  0.09
47 H -1.59 1.72 5.00  0.08
48 H -3.43 -2.45 -5.85  0.08
49 H 3.81 -1.04 4.05  0.09
50 H -2.13 -1.66 -6.76  0.06
51 H 3.24 -0.01 5.41  0.07
52 H -0.40 -0.21 6.09  0.09
53 H -0.40 -2.81 -1.89  0.07
54 H -1.12 0.77 -6.51  0.08
55 H 2.78 4.04 2.15  0.08
56 H 0.07 -3.79 -4.83  0.08
57 H 4.23 3.20 2.80  0.08
58 H -0.93 2.63 6.32  0.08
59 H 1.67 -1.34 2.16  0.09
60 H 1.63 -0.44 -4.08  0.09
61 H -0.24 -2.37 -5.92  0.06
62 H 2.05 0.29 1.43  0.06
63 H -2.08 -3.19 -2.29  0.07

4.
The following is a DFT calculation (ωB97M-V with the def2-TZVPD basis set) of C12H36NaO16P3S as an isolated structure in a non-equilibrium geometry.

Output
Molar mass: 584.4 g/mol
DFT total energy: -3267.3823 a.u.
HOMO-LUMO gap: 0.253 hartree
LUMO: 0.23 eV
Net charge: 0

Last column: Löwdin charge in e.
Cartesian coordinates (Å):
1 S -15.29 13.50 -20.51  0.71
2 P -17.78 17.61 -17.61  0.51
3 P -20.01 12.91 -19.76  0.50
4 P -18.93 13.90 -13.65  0.53
5 Na -17.41 14.11 -17.23  0.26
6 O -16.99 16.49 -17.08  -0.21
7 O -16.53 13.87 -19.81  -0.32
8 O -19.37 17.39 -17.75  -0.22
9 O -17.71 19.09 -16.85  -0.23
10 O -19.47 12.74 -21.27  -0.21
11 O -14.66 14.24 -21.55  -0.28
12 O -15.20 11.85 -20.92  -0.28
13 O -17.29 17.99 -19.14  -0.21
14 O -17.79 13.07 -12.88  -0.20
15 O -16.09 12.46 -16.53  -0.47
16 O -19.13 13.52 -18.71  -0.23
17 O -20.36 11.43 -19.31  -0.19
18 O -21.46 13.62 -19.91  -0.24
19 O -19.30 15.21 -12.65  -0.24
20 O -18.60 14.34 -15.04  -0.22
21 O -20.16 12.87 -13.63  -0.24
22 C -17.29 11.97 -13.60  -0.12
23 C -21.17 11.24 -18.16  -0.10
24 C -19.01 13.80 -22.06  -0.09
25 C -22.46 13.29 -20.83  -0.10
26 C -19.68 16.52 -13.03  -0.10
27 C -16.18 10.99 -20.40  -0.30
28 C -17.89 19.24 -15.40  -0.07
29 C -20.06 16.16 -17.46  -0.06
30 C -15.44 9.64 -20.53  -0.05
31 C -17.57 17.05 -20.17  -0.11
32 C -14.08 13.22 -19.06  -0.05
33 C -20.66 12.21 -12.48  -0.08
34 H -14.10 14.09 -18.40  0.07
35 H -20.09 16.41 -14.04  0.07
36 H -15.76 11.79 -17.17  -0.14
37 H -17.05 19.79 -14.97  0.09
38 H -20.11 11.26 -12.54  0.09
39 H -21.01 11.78 -17.23  0.10
40 H -20.68 16.43 -16.61  0.09
41 H -16.27 11.85 -13.97  0.09
42 H -18.02 11.76 -14.39  0.08
43 H -14.48 9.92 -20.11  0.08
44 H -17.36 11.09 -12.96  0.08
45 H -20.30 12.83 -11.66  0.09
46 H -22.00 12.88 -21.73  0.08
47 H -19.85 14.41 -22.37  0.10
48 H -18.29 16.31 -19.83  0.07
49 H -22.24 11.24 -18.35  0.08
50 H -23.08 12.53 -20.37  0.10
51 H -20.51 15.91 -18.42  0.08
52 H -18.82 19.81 -15.32  0.09
53 H -18.23 14.37 -21.56  0.06
54 H -16.76 16.47 -20.59  0.07
55 H -17.93 17.62 -21.04  0.09
56 H -15.94 8.92 -19.88  0.08
57 H -20.97 10.19 -17.94  0.09
58 H -21.70 11.89 -12.56  0.09
59 H -20.40 16.87 -12.29  0.09
60 H -13.14 13.17 -19.61  0.06
61 H -15.24 9.35 -21.56  0.08
62 H -18.80 17.16 -13.10  0.07
63 H -17.93 18.37 -14.74  0.06
64 H -16.22 11.09 -19.31  0.10
65 H -22.81 14.25 -21.20  0.10
66 H -14.49 12.29 -18.68  0.03
67 H -19.48 15.27 -17.20  0.04
68 H -18.46 13.41 -22.92  0.10
69 H -17.24 11.00 -20.68  0.12

5.
The following is a DFT calculation (ωB97M-V with the def2-TZVPD basis set) of C12H36NiO6 as an isolated structure in a non-equilibrium geometry.

Output
Molar mass: 335.1 g/mol
DFT total energy: -2437.9935 a.u.
HOMO-LUMO gap (alpha / beta): 0.438 / 0.398 hartree
2S+1: 3
LUMO (alpha / beta): -5.33 / -6.44 eV
Net charge: +2

Last column: Löwdin charge in e.
Cartesian coordinates (Å):
1 Ni -0.16 0.26 -0.09  0.78
2 O 0.92 1.92 0.74  -0.14
3 O -1.47 -1.34 -0.59  -0.11
4 O 0.94 -0.83 1.24  -0.13
5 O 0.96 -0.09 -1.87  -0.13
6 O -1.35 1.44 -1.44  -0.11
7 O -1.57 0.86 1.40  -0.12
8 C -1.44 -0.03 3.69  -0.06
9 C -1.80 -3.64 0.17  -0.05
10 C -1.40 1.20 2.81  -0.24
11 C -1.03 2.79 -1.87  -0.25
12 C 2.31 1.94 0.20  -0.21
13 C -2.01 -2.16 0.48  -0.24
14 C 1.58 -2.05 -3.24  -0.04
15 C 1.57 -2.09 0.79  -0.23
16 C -2.34 3.54 -2.13  -0.05
17 C 0.62 -0.87 -3.05  -0.22
18 C 1.84 -2.96 1.97  -0.05
19 C 2.92 3.32 0.46  -0.05
20 H -0.46 2.85 -2.80  0.12
21 H 0.91 -3.17 2.51  0.09
22 H 2.83 3.70 1.48  0.10
23 H 3.96 3.29 0.15  0.10
24 H -1.58 -1.94 1.45  0.09
25 H -2.48 1.14 1.24  0.13
26 H 0.80 2.79 1.15  0.11
27 H 2.49 -1.82 0.27  0.12
28 H 2.81 1.18 0.80  0.12
29 H 0.84 -2.49 0.09  0.09
30 H -2.42 -0.50 3.55  0.09
31 H -2.08 4.52 -2.54  0.10
32 H 1.91 0.09 -1.93  0.11
33 H -1.88 1.12 -2.18  0.12
34 H -1.42 0.29 4.73  0.10
35 H 2.38 -1.81 -3.95  0.09
36 H -0.38 3.37 -1.21  0.11
37 H 2.45 4.08 -0.17  0.09
38 H 0.65 -0.20 -3.91  0.13
39 H -2.01 -1.52 -1.37  0.12
40 H -2.19 1.88 3.15  0.13
41 H 2.25 1.79 -0.87  0.10
42 H 2.02 -2.30 -2.28  0.07
43 H -0.44 1.71 2.97  0.11
44 H -2.04 -4.24 1.05  0.10
45 H 1.39 -0.52 2.03  0.12
46 H 2.27 -3.92 1.70  0.10
47 H -2.91 3.03 -2.91  0.09
48 H -0.82 -3.90 -0.24  0.07
49 H 2.47 -2.50 2.74  0.10
50 H -0.39 -1.25 -2.91  0.10
51 H -2.93 3.62 -1.22  0.08
52 H -0.66 -0.76 3.48  0.06
53 H -3.08 -1.96 0.60  0.13
54 H -2.40 -3.97 -0.69  0.09
55 H 1.03 -2.90 -3.63  0.09

6.
The following is a DFT calculation (ωB97M-V with the def2-TZVPD basis set) of C12H36O12Pt2 as an isolated structure in a non-equilibrium geometry.

Output
Molar mass: 762.6 g/mol
DFT total energy: -1619.4528 a.u.
HOMO-LUMO gap (alpha / beta): 0.343 / 0.258 hartree
2S+1: 5
LUMO (alpha / beta): -5.39 / -7.74 eV
Net charge: +2

Last column: Löwdin charge in e.
Cartesian coordinates (Å):
1 Pt -1.90 -2.50 0.49  1.17
2 Pt -0.25 -0.05 0.80  1.26
3 O 3.91 -0.63 1.98  -0.06
4 O -1.53 -1.68 -1.17  -0.49
5 O -5.01 -3.29 2.50  -0.10
6 O 1.42 2.40 -2.43  -0.08
7 O -2.04 2.68 -1.24  -0.08
8 O 5.69 -2.41 2.65  -0.09
9 O -4.21 3.96 -1.74  -0.07
10 O -2.69 -3.82 1.91  -0.23
11 O 3.50 0.55 -2.16  -0.07
12 O 0.11 1.80 -0.09  -0.24
13 O -2.03 -0.57 1.62  -0.60
14 O 1.74 0.39 1.34  -0.23
15 C -3.42 3.85 -2.94  -0.19
16 C 1.56 1.42 -3.45  -0.20
17 C -2.06 3.61 -2.31  -0.23
18 C -0.98 -2.33 -2.30  -0.16
19 C -2.30 -0.65 3.05  -0.13
20 C -3.65 -4.75 1.23  -0.14
21 C 4.79 -0.25 3.03  -0.16
22 C 3.08 1.15 -3.43  -0.18
23 C 6.11 -1.07 2.93  -0.19
24 C -5.09 -4.12 1.25  -0.12
25 C 2.20 1.69 0.79  -0.13
26 C 1.00 2.61 0.69  -0.16
27 H 1.20 1.76 -4.41  0.12
28 H 6.39 -2.94 2.17  0.14
29 H -5.14 3.96 -1.99  0.10
30 H 1.00 3.16 -2.82  0.08
31 H -5.78 -2.71 2.64  0.12
32 H 0.39 2.83 1.63  0.16
33 H -2.93 2.35 -1.04  0.12
34 H 4.42 0.73 -2.10  0.07
35 H 2.55 1.53 -0.18  0.08
36 H -0.72 2.20 -0.40  0.05
37 H -1.64 0.20 3.44  0.11
38 H -5.89 -4.91 1.27  0.14
39 H 4.94 0.79 2.97  0.11
40 H 3.59 2.12 -3.61  0.13
41 H -1.91 -1.54 3.52  0.08
42 H 2.90 2.18 1.43  0.13
43 H -3.48 4.71 -3.60  0.13
44 H -3.66 -5.70 1.77  0.13
45 H 3.42 0.45 -4.17  0.11
46 H -3.31 -4.93 0.21  0.11
47 H 4.07 -1.56 1.85  0.09
48 H -3.68 2.92 -3.50  0.13
49 H 1.22 3.54 0.20  0.14
50 H 4.39 -0.51 4.05  0.14
51 H 6.81 -0.69 2.23  0.11
52 H -3.34 -3.33 2.41  0.03
53 H -1.57 -2.25 -3.23  0.10
54 H -1.50 4.49 -2.02  0.13
55 H -5.24 -3.44 0.38  0.13
56 H -3.35 -0.57 3.20  0.08
57 H 0.93 0.55 -3.17  0.11
58 H -0.69 -3.40 -2.04  0.10
59 H 2.51 -0.20 1.67  0.06
60 H 6.57 -1.10 3.94  0.13
61 H 0.04 -1.86 -2.51  0.10
62 H -1.46 3.19 -3.19  0.13